Entry 1:
The following is a DFT calculation (ωB97M-V/def2-TZVPD) of a cluster of 4 separate species, C39H42NO14 in total.

Geometry as ORCA input:
```
! wB97M-V def2-TZVPD RIJCOSX def2/J DEFGRID3
* xyz 1 1
C -4.7592 -0.3806 -2.0361
C -4.7498 1.1171 -2.6697
C -3.2545 1.4082 -3.2703
C -2.2401 1.5856 -2.0295
N -2.4890 2.7357 -1.1726
C -1.6440 3.0511 -0.0488
C -0.3910 2.2014 0.3686
O 0.3856 2.6396 1.4694
C 0.1634 1.8274 2.6554
C -1.2192 2.2129 3.4477
C -0.8595 2.1469 5.0428
O -1.7030 3.5343 3.1268
C -0.1048 0.9419 -0.5056
C 1.1574 -0.0081 -0.1520
C 0.6795 -1.4640 0.3862
C -0.8362 -1.8516 0.5517
C -1.3072 -3.2276 1.1081
C -0.2670 -4.3327 1.5193
C 1.2547 -3.9767 1.3308
C 2.3297 -5.1069 1.7738
C 1.7148 -2.5791 0.7764
C -1.0527 0.6232 -1.7308
C -0.7778 -0.6562 -2.6871
C 0.3554 -0.1549 -3.7562
H -4.5589 -0.3516 -0.9094
H -5.8136 -0.8031 -2.2530
H -3.9445 -1.0218 -2.5207
H -4.9206 1.9371 -1.8828
H -5.4933 1.1496 -3.5333
H -3.2476 2.3213 -3.9668
H -2.9810 0.5062 -3.9334
H -3.2675 3.3995 -1.3572
H -1.8960 3.9918 0.5689
H 0.2690 0.6963 2.4875
H 1.0095 2.1067 3.3961
H -1.9807 1.3737 3.2779
H -1.7274 1.6725 5.6359
H -0.6212 3.1693 5.4910
H 0.0489 1.4620 5.2170
H -0.9483 4.1545 3.0272
H 1.8752 -0.1042 -1.0423
H 1.6630 0.5003 0.7555
H -1.6628 -1.1009 0.2698
H -2.4217 -3.4876 1.2538
H -0.5818 -5.3608 1.9247
H 2.8016 -5.5727 0.8299
H 1.7588 -5.8927 2.3722
H 3.1411 -4.6702 2.4464
H 2.8238 -2.2984 0.6430
H -0.3466 -1.5414 -2.1064
H -1.7379 -1.0026 -3.2191
H -0.1093 0.3065 -4.7008
H 1.1303 -0.9623 -3.9894
H 0.9207 0.6946 -3.2117
C 3.2213 0.7090 7.8363
C 3.4563 1.2913 9.0149
C 3.6285 2.7678 9.1310
O 3.8227 3.2674 10.2243
C 3.5599 3.5667 7.9022
C 3.3288 2.9834 6.7248
C 3.1291 1.5105 6.6128
O 2.8997 1.0121 5.5219
O 3.2655 3.7128 5.5743
O 3.5469 0.5598 10.1583
H 3.0921 -0.3607 7.7387
H 3.7042 4.6346 7.9971
H 3.0885 3.0639 4.8659
H 3.7186 1.2085 10.8693
C -1.7216 7.2726 -5.2935
C -1.9322 6.0737 -4.7478
C -3.2106 5.3367 -4.9605
O -3.3613 4.2302 -4.4593
C -4.2494 5.9798 -5.7681
C -4.0411 7.1818 -6.3124
C -2.7525 7.9072 -6.1226
O -2.5898 8.9928 -6.6480
O -4.9970 7.7912 -7.0618
O -0.9839 5.4722 -3.9726
H -0.7977 7.8167 -5.1487
H -5.1786 5.4417 -5.8997
H -4.6057 8.6432 -7.3405
H -1.3736 4.6192 -3.7010
C 2.6279 -9.3673 -1.5893
C 3.4073 -9.9879 -2.4782
C 4.0440 -9.2464 -3.6044
O 4.7644 -9.8408 -4.3862
C 3.7666 -7.8108 -3.7263
C 2.9849 -7.1922 -2.8395
C 2.3709 -7.9283 -1.6984
O 1.6763 -7.3247 -0.8968
O 2.7159 -5.8592 -2.9412
O 3.6528 -11.3236 -2.3913
H 2.1617 -9.8928 -0.7665
H 4.2200 -7.2876 -4.5576
H 2.1324 -5.6538 -2.1841
H 4.2413 -11.5294 -3.1444
*
```

- HOMO level: -10.87 eV
- Max |F|: 0.0946 Eh/bohr
- Calculated total energy: -2618.824772 hartree

---

Entry 2:
The following is a DFT calculation (ωB97M-V/def2-TZVPD) of a cluster of 10 separate species, C34H54N2O14 in total.

Geometry as ORCA input:
```
! wB97M-V def2-TZVPD RIJCOSX def2/J DEFGRID3
* xyz 1 2
O -4.1390 2.3305 -0.6503
C -4.6370 1.2291 -0.5912
O -5.0898 0.8701 0.5730
C -5.5407 -0.5018 0.6260
C -5.0661 -1.0661 -0.7461
C -4.8732 0.1456 -1.6075
H -6.6065 -0.6377 0.8098
H -5.0231 -1.0691 1.3996
H -5.6233 -1.8976 -1.1776
H -4.0744 -1.5048 -0.6351
H -5.8266 0.3957 -2.0729
H -4.0620 0.0168 -2.3241
O -1.5913 -2.2387 -0.7759
C -0.9069 -2.6000 -1.7256
O 0.3133 -2.0844 -2.0675
C 0.8154 -2.7336 -3.1401
C 0.2617 -4.1538 -3.0990
C -1.1730 -3.7227 -2.6954
H 1.8993 -2.7820 -3.0361
H 0.5807 -2.1579 -4.0354
H 0.7130 -4.8051 -2.3504
H 0.3460 -4.5948 -4.0923
H -1.8066 -4.4954 -2.2601
H -1.7056 -3.3383 -3.5653
O 5.1288 2.5846 5.0763
C 4.1095 2.5500 4.3210
O 3.1926 1.5746 4.4045
C 2.0607 1.8217 3.5689
C 2.6007 2.7924 2.5336
C 3.7202 3.5380 3.1980
H 1.2492 2.2644 4.1466
H 1.7957 0.8601 3.1294
H 1.8963 3.4394 2.0108
H 3.0003 2.2579 1.6718
H 3.4354 4.4883 3.6496
H 4.5515 3.7560 2.5275
O 2.1646 0.4060 -0.1962
C 2.9722 0.5472 -1.0910
O 3.1733 1.7336 -1.6647
C 4.1131 1.6431 -2.7309
C 5.0397 0.4928 -2.3931
C 4.0735 -0.3534 -1.6262
H 4.6156 2.5989 -2.8796
H 3.4693 1.5113 -3.6006
H 5.7569 0.8328 -1.6461
H 5.6283 -0.0034 -3.1648
H 4.5830 -0.9214 -0.8479
H 3.6478 -1.1181 -2.2759
O -2.3890 -0.5906 -4.0659
C -1.6230 0.3344 -4.2423
O -0.7804 0.4813 -5.2857
C -0.0075 1.6250 -5.2262
C -0.0886 2.1059 -3.8295
C -1.2885 1.3900 -3.2343
H -0.4522 2.4170 -5.8288
H 1.0165 1.5925 -5.5981
H -0.1056 3.1958 -3.8325
H 0.8115 1.7991 -3.2969
H -2.0968 2.1187 -3.1730
H -1.0367 0.9263 -2.2805
O 4.8832 -2.8448 1.1127
C 3.7815 -2.5251 1.5570
O 2.6920 -2.5917 0.6568
C 1.4162 -2.4233 1.2934
C 1.7155 -2.4248 2.8173
C 3.2753 -2.1661 2.9299
H 0.6658 -3.1079 0.8980
H 0.9538 -1.4838 0.9910
H 1.5227 -3.4303 3.1912
H 1.0730 -1.7046 3.3239
H 3.8433 -2.7735 3.6346
H 3.5879 -1.1648 3.2262
C -1.2912 0.4931 0.9066
O -0.0839 1.3146 1.0659
H -1.3598 -0.4577 1.4351
H -2.1292 1.1197 1.2120
H -1.4178 0.2848 -0.1558
H 0.7012 0.8988 0.7021
C -2.0886 0.5409 4.1806
O -2.6349 1.3063 5.2706
H -1.3976 -0.1462 4.6688
H -2.7374 -0.0817 3.5645
H -1.4467 1.1171 3.5142
H -3.1369 0.7031 5.8235
N -0.3397 3.6865 -0.6933
C -1.3553 4.5098 -1.1099
C -0.6967 5.4842 -1.9121
C 0.6541 5.1452 -2.0419
C 0.8891 4.1055 -1.1833
H -0.5668 2.9076 -0.0918
H -2.4130 4.3571 -0.9532
H -1.2423 6.2537 -2.4380
H 1.3383 5.7694 -2.5974
H 1.8108 3.6412 -0.8650
N -2.9127 -4.0385 1.9204
C -2.4595 -2.8725 2.4390
C -1.7941 -3.1436 3.6601
C -1.8394 -4.5394 3.7583
C -2.5550 -5.1029 2.7026
H -3.4742 -4.2446 1.1066
H -2.7792 -1.9513 1.9747
H -1.2801 -2.4849 4.3444
H -1.5369 -5.1352 4.6068
H -2.9570 -6.0957 2.5644
*
```

- HOMO level (alpha / beta): -9.35 / -9.35 eV
- Max |F|: 0.1004 Eh/bohr
- Calculated total energy: -2490.473998 hartree